This record from the OMol25 dataset describes a structure of composition C63H58AsNO9P3S2V in a non-equilibrium geometry. The level of theory is wB97M-V/def2-TZVPD.

Values from the calculation:
spin multiplicity = 4
HOMO energy (spin up / spin down) = -9.8383 / -9.8849 eV
total charge = +1
Kohn-Sham gap (spin up / spin down) = 0.2825 / 0.2712 hartree
relative energy (zero: lowest compared OMol25 entry of this formula, charge and spin) = 773.8 kJ/mol
E_LUMO (spin up / spin down) = -2.15 / -2.50 eV
⟨S²⟩ = 3.7627

Geometry as XYZ:
```
138
Properties=species:S:1:pos:R:3:forces:R:3
V 0.236798 -1.280672 -2.224270 -1.8 -2.0 1.6
C -3.793420 1.355603 6.213359 0.0 0.0 0.0
C -3.313914 1.099352 4.820577 0.1 -0.1 -0.1
C -3.902457 1.747919 3.738702 0.1 0.0 -0.1
C -3.485632 1.490223 2.446720 0.0 0.0 -0.2
C -2.463637 0.584653 2.229064 0.3 -0.4 -0.3
C -1.865720 -0.078113 3.287515 0.1 -0.1 -0.2
C -2.296811 0.179125 4.577163 -0.1 0.1 0.1
S -1.915770 0.273350 0.521238 0.0 0.9 1.3
O -3.157187 0.199337 -0.277732 -0.8 -0.3 0.0
C -1.166411 1.915818 0.327913 -0.1 0.0 -0.2
C -0.025152 2.065359 1.132995 0.3 0.2 0.1
C 0.762202 3.171462 1.042284 -0.2 -0.3 0.0
C 0.463289 4.171590 0.094462 -0.3 0.0 -0.1
C 1.328826 5.267855 -0.099229 0.0 0.2 -0.1
C 1.053387 6.214566 -1.045742 0.2 -0.1 0.2
C -0.110004 6.107284 -1.820802 -0.2 -0.1 -0.1
C -0.976844 5.063781 -1.641235 0.0 0.1 -0.2
C -0.717963 4.058546 -0.684400 0.4 0.0 0.2
C -1.568345 2.913721 -0.525405 0.1 -0.3 0.3
C -2.830639 2.925044 -1.295440 -0.2 -0.2 -0.4
C -3.786765 3.952181 -1.035946 -0.3 -0.2 -0.3
C -3.721241 4.780388 0.104611 0.0 0.1 0.2
C -4.676595 5.731568 0.332677 0.2 -0.1 0.1
C -5.742630 5.909136 -0.561944 -0.1 -0.1 -0.2
C -5.834550 5.123461 -1.674977 -0.1 0.2 0.2
C -4.871628 4.128886 -1.935915 0.3 -0.1 0.1
C -4.958514 3.314743 -3.083887 0.1 -0.2 0.0
C -4.086863 2.281377 -3.263553 -0.2 0.1 -0.3
C -3.053405 2.063647 -2.342334 0.4 0.0 0.6
S -1.975980 0.613708 -2.508448 -1.1 0.8 -0.7
O -1.008036 0.930475 -3.593343 0.3 0.3 -0.8
C -3.199841 -0.466632 -3.295749 0.2 -0.3 0.5
C -4.408214 -0.791855 -2.819938 0.3 0.4 -0.1
C -5.171870 -1.871284 -3.391309 -0.2 -0.5 -0.4
C -4.609416 -2.756102 -4.241929 -0.2 0.1 0.3
C -5.341353 -3.950858 -4.766100 -0.1 0.2 0.1
C -3.184184 -2.658441 -4.549870 0.3 0.2 0.2
C -2.489758 -1.332950 -4.280593 -0.3 0.2 -0.7
H -4.356002 2.283586 6.267760 0.0 0.1 0.1
H -2.963566 1.404772 6.913905 0.0 0.0 0.1
H -4.446783 0.542455 6.529028 -0.1 0.0 0.1
H -4.694481 2.462544 3.905901 -0.1 0.1 0.0
H -3.950035 1.973782 1.600670 -0.1 0.1 -0.1
H -1.072782 -0.796049 3.115331 0.0 0.0 0.0
H -1.840543 -0.345658 5.405237 0.1 0.0 0.1
H 0.204723 1.292027 1.847338 0.1 0.0 0.2
H 1.626596 3.278834 1.676390 0.1 0.0 0.0
H 2.221059 5.336152 0.508215 0.1 0.0 0.1
H 1.727730 7.041539 -1.209353 0.1 0.1 0.0
H -0.319628 6.855147 -2.570783 0.0 0.0 -0.1
H -1.858486 4.989463 -2.257924 0.0 0.1 -0.1
H -2.913432 4.643382 0.809163 0.1 0.0 0.1
H -4.617955 6.353106 1.212384 0.0 0.0 0.1
H -6.494183 6.655117 -0.354274 -0.1 0.1 0.0
H -6.653912 5.242005 -2.368136 -0.1 0.0 -0.1
H -5.739383 3.507659 -3.804118 -0.1 0.0 -0.1
H -4.162154 1.638876 -4.126812 -0.1 0.0 0.0
H -4.841843 -0.226705 -2.009977 0.0 0.1 0.1
H -6.209179 -1.964583 -3.108199 -0.1 -0.1 0.1
H -6.358802 -3.969658 -4.387334 -0.1 -0.1 0.0
H -4.840181 -4.867551 -4.451189 0.0 -0.1 0.0
H -5.367964 -3.945901 -5.855536 0.0 0.0 -0.1
H -2.915575 -3.093828 -5.515116 0.0 0.1 0.0
H -2.118590 -0.773488 -5.149385 0.2 -0.2 0.3
N -1.021888 -5.063228 -4.808217 0.1 -0.1 -0.5
C -0.734656 -4.362687 -3.522238 0.4 0.7 0.5
C -0.380301 -5.408629 -2.487548 0.2 -0.2 0.2
P -2.083800 -3.204680 -2.867423 -1.3 -1.6 -0.2
O -1.059683 -3.165017 -0.092031 0.0 -0.3 0.0
O -1.355261 -1.844712 -3.524000 1.0 0.7 0.5
O -0.919515 -2.626566 -1.388484 -0.2 0.0 0.3
P 0.866454 -3.524966 -4.094576 -0.2 -0.5 -0.9
O 0.342112 -2.631248 -5.348034 0.3 -0.4 0.1
O 1.577607 -4.694714 -4.656343 0.1 -0.2 -0.1
O 1.506030 -2.647024 -3.061680 -0.5 0.4 0.0
H -1.684061 -5.841508 -4.744628 0.1 0.2 0.0
H -0.034107 -5.366798 -5.065789 -0.4 -0.3 -0.2
H -1.308810 -4.379569 -5.520166 -0.1 -0.3 0.1
H -1.210057 -6.092402 -2.298286 -0.1 0.0 0.0
H -0.118703 -4.920116 -1.549815 -0.1 -0.1 0.0
H 0.491996 -5.975032 -2.814398 0.0 -0.1 0.0
H -1.843759 -2.720061 0.274078 0.0 0.0 -0.4
H 0.423326 -1.685810 -5.191194 -0.1 0.2 0.0
C 1.430503 -1.377751 1.374651 -0.1 -0.1 -0.1
C 2.624480 -1.746184 2.241479 0.0 0.0 0.2
As 2.339073 -1.234220 4.146487 0.2 0.1 -0.3
C 4.185649 -1.494135 4.758184 -0.1 -0.1 0.1
C 4.595416 -0.809425 5.899105 -0.3 0.1 0.0
C 5.891524 -0.921639 6.367829 0.0 0.0 0.1
C 6.801202 -1.729166 5.704316 0.1 0.0 0.0
C 6.399382 -2.429789 4.580913 0.2 -0.1 0.0
C 5.098994 -2.318395 4.116504 -0.2 -0.1 -0.2
C 2.538426 0.706809 3.904884 -0.2 -0.1 0.0
C 3.669315 1.261357 3.319844 0.1 -0.1 -0.2
C 3.830106 2.632719 3.250686 0.1 0.1 0.0
C 2.857279 3.471835 3.771658 0.0 0.1 0.1
C 1.719279 2.932564 4.348903 0.0 0.2 0.0
C 1.563338 1.558416 4.412460 -0.1 -0.3 0.0
P 1.803492 -1.518202 -0.440770 1.1 0.1 1.4
C 2.595919 -3.154208 -0.519714 0.0 0.0 -0.1
C 3.661766 -3.387516 -1.385863 -0.1 0.0 0.1
C 4.245905 -4.640936 -1.442598 0.1 0.0 0.0
C 3.755149 -5.679391 -0.666937 0.0 0.0 0.0
C 2.661650 -5.467267 0.155135 0.0 -0.1 0.0
C 2.080400 -4.212653 0.227665 0.0 0.2 0.0
C 3.120715 -0.254533 -0.511449 -0.1 0.0 0.0
C 4.481134 -0.464814 -0.309583 0.0 0.0 -0.1
C 5.351331 0.614085 -0.301059 0.1 0.0 0.0
C 4.878264 1.905359 -0.468605 -0.1 0.0 0.0
C 3.521733 2.124434 -0.650213 0.1 0.1 0.1
C 2.654718 1.050111 -0.668325 -0.1 -0.2 -0.1
H 1.174311 -0.328017 1.533868 -0.1 -0.1 -0.1
H 0.557274 -1.992474 1.611452 0.0 0.1 -0.1
H 3.523300 -1.239938 1.881598 0.0 -0.1 0.1
H 2.798171 -2.822113 2.196364 0.1 0.1 0.1
H 3.884953 -0.173293 6.418505 0.1 0.0 0.0
H 6.195811 -0.378810 7.251179 0.0 0.0 0.1
H 7.816800 -1.813703 6.063799 0.0 0.0 0.0
H 7.101296 -3.067028 4.061619 0.0 0.0 0.0
H 4.803088 -2.886879 3.244148 0.0 0.0 -0.1
H 4.449846 0.616812 2.935275 0.1 0.0 0.0
H 4.720924 3.048498 2.802034 0.1 0.0 0.0
H 2.986814 4.544020 3.730386 0.0 0.1 0.0
H 0.957648 3.583335 4.752846 -0.1 0.0 0.0
H 0.679102 1.132854 4.874649 0.0 0.1 0.0
H 4.014787 -2.591190 -2.027099 0.1 0.0 0.0
H 5.085618 -4.811262 -2.097926 0.1 0.0 -0.1
H 4.217640 -6.654009 -0.708190 0.0 -0.1 0.0
H 2.262003 -6.276479 0.748822 0.0 -0.1 0.0
H 1.218841 -4.061219 0.863910 0.0 0.0 0.1
H 4.868930 -1.464603 -0.173353 0.0 0.0 0.0
H 6.409954 0.446496 -0.167284 0.1 0.0 0.0
H 5.565515 2.738003 -0.468925 0.1 0.1 0.0
H 3.143480 3.127798 -0.782707 0.0 0.1 0.0
H 1.591528 1.215825 -0.821959 0.1 0.1 0.0
O 1.823717 0.802134 -3.645623 -0.5 -0.5 0.5
C 1.161180 0.078265 -3.064580 2.8 3.4 -2.6
```
Positions in Å, forces in eV/Å.

These are the Löwdin partial charges, in e, on atoms 1 to 99:
1 V 0.566
2 C -0.041
3 C -0.261
4 C -0.016
5 C -0.050
6 C -0.352
7 C -0.082
8 C -0.035
9 S 1.000
10 O -0.531
11 C -0.297
12 C -0.086
13 C -0.008
14 C -0.148
15 C -0.032
16 C -0.061
17 C -0.050
18 C 0.002
19 C -0.090
20 C -0.123
21 C -0.141
22 C -0.116
23 C -0.017
24 C -0.058
25 C -0.063
26 C -0.023
27 C -0.149
28 C 0.002
29 C -0.051
30 C -0.255
31 S 1.014
32 O -0.481
33 C -0.313
34 C -0.051
35 C -0.036
36 C -0.318
37 C -0.039
38 C -0.220
39 C -0.322
40 H 0.079
41 H 0.083
42 H 0.092
43 H 0.118
44 H 0.113
45 H 0.092
46 H 0.120
47 H 0.079
48 H 0.093
49 H 0.116
50 H 0.109
51 H 0.111
52 H 0.122
53 H 0.122
54 H 0.108
55 H 0.109
56 H 0.116
57 H 0.121
58 H 0.118
59 H 0.118
60 H 0.113
61 H 0.082
62 H 0.080
63 H 0.087
64 H 0.113
65 H 0.159
66 N 0.149
67 C -0.555
68 C -0.081
69 P 1.142
70 O -0.077
71 O -0.478
72 O -0.558
73 P 0.391
74 O -0.114
75 O -0.265
76 O -0.347
77 H 0.172
78 H 0.135
79 H 0.132
80 H 0.092
81 H 0.065
82 H 0.090
83 H 0.097
84 H 0.073
85 C -0.378
86 C -0.433
87 As 1.308
88 C -0.423
89 C -0.127
90 C -0.081
91 C -0.086
92 C -0.085
93 C -0.116
94 C -0.412
95 C -0.101
96 C -0.081
97 C -0.106
98 C -0.091
99 C -0.133